Record 1
ORCA calculation (ωB97M-V/def2-TZVPD) on a molecular structure, C7H22ClO7V at a distorted geometry.

XYZ file:
```
38
Properties=species:S:1:pos:R:3:forces:R:3:mulliken_charge:R:1
H 4.637 2.411 -1.987 0.0 -0.2 0.3 0.27
H -0.688 -3.036 -0.551 -0.6 0.0 0.1 0.18
H -0.535 1.481 -2.326 -0.3 0.7 -0.1 0.20
C -1.343 1.013 -2.889 0.4 -0.7 0.4 -0.46
H 0.613 -1.598 -1.227 0.7 0.4 -0.2 0.17
H 4.763 -1.133 3.114 -0.1 0.2 0.1 0.27
O -0.994 -1.948 3.969 -1.8 -0.4 2.1 -0.51
H 3.437 -2.146 2.592 0.1 -0.2 -0.3 0.27
H -0.226 -1.540 2.304 1.6 0.1 -0.9 0.03
H 2.686 -0.425 1.345 0.0 0.0 -0.1 0.26
H -1.092 -2.965 -2.315 -0.1 0.5 -0.1 0.24
H 0.772 -2.681 3.320 -0.1 0.1 -0.2 0.24
O 3.528 -0.236 1.765 0.0 0.2 0.0 -0.38
C 3.655 1.965 -1.827 0.1 0.4 0.7 -0.56
H 2.444 1.541 -0.507 -0.1 -0.2 0.9 0.21
H -1.157 1.027 -3.963 -0.1 0.2 0.2 0.30
H -0.029 -4.176 -1.660 -0.2 -0.2 -0.1 0.28
H -5.602 3.311 -0.211 0.3 -0.2 0.2 0.26
H -1.330 -0.014 -2.525 -0.3 -0.1 -0.2 0.24
H -6.306 1.848 -0.967 -0.1 0.2 0.2 0.25
O 0.843 -2.409 -1.685 0.9 1.5 -0.4 -0.38
C 0.185 -1.763 3.289 0.2 0.2 -1.0 -0.20
V -1.181 1.762 1.485 1.0 -1.5 -3.1 1.37
H -5.096 1.571 0.286 -0.5 0.5 0.7 0.32
H 2.935 2.659 -2.261 -0.1 -0.1 -0.4 0.25
Cl 0.635 0.195 0.090 -1.9 1.6 1.5 -0.43
H 3.618 0.990 -2.312 0.0 0.0 -0.1 0.25
O 3.348 1.845 -0.405 0.1 0.2 -1.6 -0.39
O -2.670 1.568 -2.707 -0.8 1.3 4.6 -0.23
O -4.441 2.141 -1.478 3.5 -0.1 -2.5 -0.28
O -2.530 1.930 -0.284 1.1 -0.2 0.2 -0.55
H 0.789 -0.963 3.717 0.2 0.2 -0.2 0.17
C -3.115 1.893 -1.380 -2.3 -0.5 -2.7 0.61
C -0.312 -3.128 -1.570 -0.7 -2.4 0.6 -0.53
C 3.708 -1.120 2.843 -0.1 -0.6 0.1 -0.64
C -5.426 2.271 -0.482 0.1 -1.0 0.5 -0.60
H 3.078 -0.883 3.700 0.2 0.4 0.3 0.23
H -1.602 -1.258 3.696 -0.1 -0.3 0.3 0.27
```
Forces are in eV/Å.

Computed properties:
- <S²>: 3.77
- DFT total energy: -60145.969 eV
- Multiplicity: 4
- LUMO (alpha / beta): -7.38 / -6.95 eV
- Net charge: +1

Record 2
ORCA calculation (ωB97M-V/def2-TZVPD) on 3 unconnected molecules or ions with the total composition C7H22NO3PS3.

XYZ file:
```
37
Properties=species:S:1:pos:R:3:forces:R:3:mulliken_charge:R:1
H 0.615 -6.581 -0.473 0.0 0.0 0.0 0.37
H 3.056 2.423 0.309 0.0 0.0 0.0 0.33
C -3.615 0.275 0.469 -0.1 0.3 0.1 -1.00
C 0.338 -6.086 0.458 0.0 0.0 0.0 -1.00
H -1.097 3.345 0.301 -0.1 -0.1 0.0 0.13
S 1.838 4.008 -0.997 -0.1 0.0 0.1 0.67
H 2.558 1.786 -1.271 0.0 0.0 0.0 0.15
C -1.824 2.550 0.138 0.0 -0.1 -0.2 -0.62
S 0.463 -4.308 0.251 -0.1 0.0 0.0 0.59
C 2.978 2.646 -0.755 0.0 0.0 0.0 -0.91
C 2.227 -4.244 -0.053 0.0 0.0 0.0 -0.92
N -3.600 0.343 -0.990 0.1 -0.3 0.0 -0.43
O 1.902 4.372 -2.435 0.0 0.0 -0.1 -0.67
H -0.698 -6.309 0.702 0.0 0.0 0.0 0.32
H -0.474 -1.490 1.314 0.0 -0.1 0.1 0.08
H 0.990 -6.391 1.276 0.0 0.0 0.0 0.30
H 2.455 -4.782 -0.973 0.0 0.0 0.0 0.36
H -2.834 2.976 0.108 0.1 0.0 0.0 0.26
H -1.781 -1.716 -0.371 -0.1 -0.1 0.0 -0.01
C -2.220 0.369 1.096 0.0 -0.1 -0.1 0.14
P -0.977 -0.745 0.245 0.2 0.2 0.0 0.35
H -4.359 0.896 -1.357 -0.1 0.1 0.0 0.21
H 2.487 -3.193 -0.165 0.0 0.0 0.0 0.28
H -3.671 -0.573 -1.410 0.0 0.0 0.0 0.18
H -4.107 -0.625 0.861 0.1 0.1 -0.1 0.38
H 3.944 2.917 -1.180 0.0 0.0 0.0 0.40
C 2.813 5.240 -0.122 0.0 0.0 0.0 -0.98
O 0.239 -3.724 1.603 0.0 0.0 0.1 -0.62
O -1.692 1.657 1.242 0.0 0.1 0.2 -0.42
H 2.748 -4.677 0.801 0.0 0.0 0.0 0.32
H -2.282 -0.030 2.117 0.0 0.0 -0.1 0.40
H -4.182 1.132 0.851 0.0 -0.1 0.0 0.46
H -1.613 2.049 -0.809 0.0 0.1 0.1 0.35
H 2.279 6.184 -0.198 0.0 0.0 0.0 0.31
H 3.789 5.323 -0.601 0.0 0.0 0.0 0.32
S 0.395 0.034 -0.903 -0.1 -0.1 0.1 -0.42
H 2.911 4.951 0.924 0.0 0.0 0.0 0.33
```
Forces are in eV/Å.

Computed properties:
- DFT total energy: -57040.516 eV
- Multiplicity: 1
- LUMO: 0.46 eV

Record 3
ORCA calculation (ωB97M-V/def2-TZVPD) on 6 unconnected molecules or ions with the total composition C7H22O5 at a distorted geometry.

XYZ file:
```
34
Properties=species:S:1:pos:R:3:forces:R:3:mulliken_charge:R:1
C -1.039 0.222 3.093 -0.1 0.0 0.1 -1.45
H 1.664 -1.410 0.248 -0.1 -0.4 0.2 0.29
H 1.525 1.072 -1.263 -0.1 0.7 0.6 0.55
H -2.592 1.067 -2.177 0.2 -0.3 -0.5 0.40
H 3.824 1.113 0.786 0.2 -0.2 0.0 0.36
H 0.996 -2.411 1.207 0.1 0.0 -0.1 0.38
H -1.449 -0.635 3.626 0.1 0.0 -0.1 0.40
H -0.279 0.336 -2.256 0.4 -0.3 0.1 0.41
C -0.876 -0.047 1.623 -0.1 -0.1 0.7 1.04
H 1.097 -3.167 -2.505 0.2 -0.3 -0.4 0.31
H -0.671 2.055 1.159 0.1 0.1 0.4 0.50
O -1.913 0.907 -2.875 0.2 0.1 0.5 -0.74
C 1.965 1.110 -0.265 2.4 0.8 -0.3 0.16
C 1.202 1.088 0.893 -1.7 0.2 0.4 -0.38
H -3.928 2.048 -0.511 0.0 -0.7 -0.1 0.35
C -0.279 1.094 0.811 0.0 -0.1 -0.7 0.47
H -3.414 0.632 -0.097 0.0 0.0 0.3 0.32
H -0.585 1.006 -0.232 0.1 0.0 0.2 -0.31
H 0.796 -2.761 -1.065 -0.1 -0.3 -0.1 0.46
C -1.217 -1.194 1.041 -0.1 0.0 -0.5 -1.47
H -1.721 1.056 3.272 0.0 0.1 -0.1 0.34
O 0.413 -2.778 -1.964 -0.1 0.5 0.3 -0.72
H 3.823 2.020 -0.735 -0.2 -0.1 -0.2 0.40
H -0.089 0.503 3.557 0.0 -0.1 0.0 0.30
H -1.727 -2.000 1.555 0.1 0.1 0.3 0.36
H 1.628 1.103 1.893 0.4 -0.1 -0.1 0.31
H 0.526 -1.011 -2.033 -0.1 0.0 -0.2 0.29
O 1.592 -2.358 0.446 0.1 0.4 0.1 -0.75
C 3.443 1.120 -0.232 -0.5 0.1 0.6 -1.28
O 0.571 -0.038 -1.885 -1.4 -0.9 -1.1 -0.61
H -1.058 -1.365 -0.020 0.0 0.1 0.0 0.37
O -3.790 1.133 -0.823 0.0 0.7 -0.1 -0.72
H 3.815 0.268 -0.810 0.1 0.0 -0.1 0.35
H -2.253 0.222 -3.460 -0.2 0.1 0.0 0.33
```
Forces are in eV/Å.

Computed properties:
- <S²>: 0.75
- DFT total energy: -17844.210 eV
- Multiplicity: 2
- LUMO (alpha / beta): -3.76 / -7.77 eV
- Net charge: +1

Record 4
ORCA calculation (ωB97M-V/def2-TZVPD) on a molecular structure, C7H23AlCaN2OPSi at a distorted geometry.

XYZ file:
```
37
Properties=species:S:1:pos:R:3:forces:R:3:mulliken_charge:R:1
H -1.654 -2.646 1.673 0.0 -0.2 0.2 0.39
H -4.718 -1.689 0.210 -0.3 -0.1 -0.2 0.35
H -0.326 -1.689 1.017 0.3 0.1 0.2 0.28
Si -2.411 -0.886 0.074 1.5 -1.9 0.5 0.39
N 2.808 -0.701 0.005 0.3 -0.3 0.1 -0.24
H 4.801 -1.350 -0.282 0.3 0.0 0.0 0.35
H 0.611 1.333 2.478 -0.5 0.2 0.0 0.01
H 3.305 2.910 1.934 0.0 0.1 0.0 0.24
H 1.980 3.162 -1.383 -0.4 0.2 0.1 -0.32
C -1.186 1.359 -0.736 0.3 0.7 0.5 -0.86
Al 1.678 1.866 -0.494 1.1 -0.4 -0.4 0.18
H -4.033 -1.640 1.804 0.1 0.1 0.5 0.26
H 2.300 -1.166 -0.736 -0.1 0.2 -0.1 0.20
H -1.041 -2.912 0.021 0.0 -0.4 -0.1 0.39
C -2.591 -1.195 -1.766 -0.3 0.6 0.6 -0.86
H 3.665 -2.634 0.090 -0.1 -0.2 0.0 0.34
H 3.576 0.477 -1.564 0.5 0.2 -0.2 0.45
Ca -3.811 1.772 -0.152 1.5 -0.5 0.3 1.52
H -1.667 -1.006 -2.290 0.2 0.2 -0.2 0.33
C 3.931 -1.606 0.318 -0.4 0.2 -0.2 -1.01
C -1.266 -2.177 0.781 -0.2 0.8 -0.3 -1.08
O -1.735 0.662 0.425 -2.3 0.5 -0.8 -0.33
H -4.707 -0.176 1.117 -0.5 0.1 0.3 0.35
H -2.783 -2.260 -1.837 -0.2 -0.3 0.0 0.43
P 1.199 2.414 1.768 1.1 0.2 0.2 0.32
H 0.109 0.802 -2.304 0.2 0.1 -0.3 0.48
H 0.171 3.406 1.835 -0.5 -0.3 0.2 -0.05
H 0.223 -0.241 -0.905 -0.1 -0.2 0.2 -0.08
H -3.419 -0.695 -2.261 -0.2 0.1 -0.3 0.32
H -1.970 1.451 -1.558 -0.3 -0.3 -0.1 0.51
H 4.084 0.986 0.060 0.3 0.1 0.2 0.43
H -1.008 2.385 -0.402 -0.3 0.3 0.2 0.48
C 0.091 0.789 -1.219 0.1 -0.1 -0.4 -0.71
C -4.134 -1.080 0.888 0.7 0.8 -0.8 -1.07
C 3.259 0.616 -0.530 -1.4 -0.3 0.1 -0.86
N 2.498 2.932 2.550 -0.3 -0.1 -0.2 -0.79
H 4.170 -1.569 1.371 0.2 0.2 0.3 0.29
```
Forces are in eV/Å.

Computed properties:
- DFT total energy: -54852.371 eV
- Multiplicity: 1
- LUMO: -6.86 eV
- Net charge: +1